Density functional theory data (ωB97M-V/def2-TZVPD) for C3H2N4O in the gas phase at a distorted geometry.

Geometry as XYZ:
```
10
Properties=species:S:1:pos:R:3
C -1.48187 0.39545 -0.03450
C 0.02488 -0.69161 -0.22789
C 0.01186 0.70359 -0.28324
H -1.68296 0.72911 1.20089
H -2.16827 0.70076 -0.79089
N 0.99977 -1.63928 -0.02628
N 2.14324 -0.94056 -0.08670
N 2.27661 0.41302 0.12585
N 1.18130 1.31596 0.00367
O -1.30456 -0.98644 0.11909
```

The value obtained for the lowest unoccupied orbital energy is -1.215 eV. The value obtained for the orbital gap is 9.024 eV.

Density functional theory data (ωB97M-V/def2-TZVPD) for C24H33Cl4N8O2S2Tc as an isolated structure at a distorted geometry.

Geometry as XYZ:
```
74
Properties=species:S:1:pos:R:3
Tc 0.15292 -0.02345 0.60722
Cl -1.91476 -1.24350 -0.20938
C -3.32408 -1.87213 0.71193
C -4.52208 -1.59379 0.13376
C -5.68280 -2.06863 0.75880
C -5.62032 -2.78755 1.93680
C -4.38923 -3.04173 2.51782
Cl -4.37555 -3.92073 3.98317
C -3.16518 -2.59973 1.92635
S -1.66932 -2.91796 2.61758
H -4.58169 -1.01217 -0.77506
H -6.64570 -1.85926 0.31060
H -6.51935 -3.15399 2.41232
O -2.82102 0.64297 1.98976
C -1.93709 0.44838 2.79849
O -0.66323 0.32301 2.57127
C -2.37125 0.26446 4.25061
N -1.13721 0.16776 5.14467
C -1.22361 1.27480 6.18178
C -2.10480 2.30873 5.50560
C -3.16371 1.44700 4.81406
H -2.90747 -0.68094 4.30396
H -0.34426 0.28896 4.50361
H -1.04216 -0.75141 5.57294
H -0.21934 1.58983 6.44834
H -1.71081 0.84783 7.05565
H -1.53366 2.89029 4.77517
H -2.52528 2.99772 6.23351
H -3.69199 1.95165 4.01019
H -3.90032 1.10013 5.53801
N 1.57819 -2.55647 1.71950
C 1.01104 -1.62407 1.29344
H 1.77965 -3.42617 2.17278
Cl -0.95320 3.89073 1.82480
C -1.86548 3.21172 0.51058
Cl -0.89545 2.01779 -0.49111
H -2.14158 3.98949 -0.19026
H -2.70094 2.64684 0.89582
C 5.49870 -1.48852 -0.87854
C 4.38159 -0.53683 -1.10861
C 4.50404 0.63541 -1.77219
C 3.60936 1.74651 -1.75827
N 2.69114 1.93562 -0.83509
C 2.30310 1.63765 0.29480
S 1.72745 1.47177 1.71417
N 3.12460 -0.94432 -0.64252
C 3.82005 2.84514 -2.73571
H 6.46780 -1.00561 -0.95560
H 5.42713 -2.28688 -1.62711
H 5.41758 -1.96231 0.10313
H 5.41610 0.78519 -2.33921
H 3.07339 -1.75752 -0.03731
H 4.12335 2.45770 -3.70785
H 4.64541 3.46483 -2.36293
H 2.93961 3.47592 -2.81759
C 0.03758 0.69915 -5.43932
C 1.08608 -0.38423 -5.68240
C 2.50296 0.17074 -5.57323
C 0.87411 -1.59975 -4.78797
N 1.11002 -1.24815 -3.33599
C 0.24095 -0.70490 -2.45731
N 0.86674 -0.50949 -1.30283
N 2.09465 -0.97023 -1.57023
N 2.26653 -1.43186 -2.76756
H 0.12823 1.49457 -6.17815
H 0.16570 1.17611 -4.45964
H -0.98245 0.31275 -5.50925
H 0.94767 -0.78707 -6.68950
H 2.67028 0.63121 -4.59061
H 2.65985 0.94892 -6.31928
H 3.26672 -0.59418 -5.72900
H 1.56580 -2.41069 -5.00090
H -0.14470 -1.98085 -4.82991
H -0.78498 -0.45220 -2.67562
```

The value obtained for the lowest unoccupied orbital energy (alpha / beta) is -9.733 / -9.817 eV. As for the total charge: +3. The multiplicity is 2. The value obtained for the orbital gap (alpha / beta) is 5.754 / 5.814 eV.

Density functional theory data (ωB97M-V/def2-TZVPD) for a 4-piece molecular cluster, C43H58BN2O16 overall at a distorted geometry.

Geometry as XYZ:
```
120
Properties=species:S:1:pos:R:3
C -3.18939 4.66366 5.06799
C -3.47306 3.18605 4.80902
C -2.22180 2.29081 4.57191
C -1.00566 3.05138 4.07388
C 0.09356 2.13417 3.53002
C -0.33440 1.36643 2.26780
C -0.23964 -0.15813 2.44975
C -1.28177 -0.94821 1.66700
C -1.03495 -1.06565 0.12613
C 0.39094 -0.89191 -0.33482
C 0.68897 0.15811 -1.20612
C -0.40480 1.07958 -1.65700
O -0.74786 2.02279 -1.03297
O -0.97475 0.67640 -2.79579
C -1.37415 1.72675 -3.69129
C 2.00836 0.40331 -1.64237
C 2.22238 1.56007 -2.56971
C 2.33273 2.97027 -1.85976
C 3.42188 3.82246 -2.51764
C 2.48270 2.88984 -0.34310
C 3.01101 -0.44141 -1.18297
B 4.52895 -0.18705 -1.65455
N 5.15529 1.12116 -1.50196
O 5.27639 -1.19459 -2.19321
N 2.69846 -1.49112 -0.35260
C 3.75822 -2.36864 0.18570
O 3.94240 -2.06243 1.52968
C 4.88554 -1.01892 1.80352
C 4.23822 0.15477 2.51633
C 5.14746 1.37705 2.39621
C 1.43765 -1.73882 0.07160
C 1.16314 -2.88099 0.99723
H -2.40786 4.80238 5.80893
H -4.09165 5.18245 5.37732
H -2.87824 5.14986 4.14462
H -4.15595 3.07359 3.96900
H -4.01742 2.81819 5.67731
H -2.53366 1.52258 3.86432
H -2.01530 1.81344 5.52793
H -1.26914 3.75709 3.28976
H -0.58128 3.59972 4.91236
H 0.96158 2.76145 3.32859
H 0.39663 1.45456 4.32867
H 0.39503 1.63375 1.50932
H -1.31980 1.68017 1.93390
H -0.40414 -0.37588 3.50470
H 0.78740 -0.45974 2.24622
H -2.22511 -0.42067 1.78301
H -1.42106 -1.93767 2.09016
H -1.34093 -2.06823 -0.17758
H -1.70845 -0.38750 -0.38114
H -1.37747 1.32030 -4.69447
H -2.36250 2.10214 -3.45043
H -0.68802 2.56947 -3.66539
H 1.38066 1.64502 -3.24741
H 3.09112 1.44571 -3.21304
H 1.40444 3.49293 -2.07666
H 3.78969 4.56997 -1.81968
H 4.27484 3.25647 -2.87654
H 3.00117 4.36870 -3.35864
H 3.22193 2.16570 -0.01701
H 2.82667 3.86184 0.00745
H 1.51403 2.73909 0.12347
H 5.46890 1.41196 -2.42535
H 5.99792 1.02462 -0.94137
H 4.73152 -1.93096 -2.49837
H 4.68106 -2.28908 -0.37022
H 3.45361 -3.40604 0.15368
H 5.63140 -1.43960 2.47666
H 5.43137 -0.68609 0.91795
H 3.26088 0.38721 2.09108
H 4.11807 -0.05663 3.57537
H 5.24655 1.69184 1.35809
H 4.75779 2.21551 2.96468
H 6.14545 1.15299 2.76982
H 1.60992 -2.65448 1.96194
H 1.64310 -3.79806 0.66471
H 0.11005 -3.08992 1.07237
C -1.67377 -2.63610 -3.80514
C -1.16873 -3.63519 -3.07739
C -1.88011 -4.94756 -2.91059
O -1.32342 -5.79656 -2.23487
C -3.16781 -5.12036 -3.54818
C -3.68542 -4.12144 -4.28098
C -2.96108 -2.81336 -4.46570
O -3.48344 -1.95982 -5.15380
O -4.85733 -4.20400 -4.89042
O 0.00090 -3.55390 -2.43823
H -1.16785 -1.68803 -3.92792
H -3.67849 -6.06385 -3.40870
H -4.99328 -3.35402 -5.35067
H 0.11819 -4.41959 -1.99771
C 1.58049 8.80256 0.68643
C 1.69758 8.30921 -0.55411
C 1.19765 6.93620 -0.91235
O 1.32796 6.56151 -2.06436
C 0.59472 6.12345 0.12869
C 0.48014 6.61514 1.36984
C 0.95845 7.99908 1.72448
O 0.79961 8.36821 2.87143
O -0.05591 5.93538 2.37393
O 2.25490 8.98143 -1.55256
H 1.93408 9.78784 0.95494
H 0.25195 5.13221 -0.13743
H -0.01752 6.52610 3.15266
H 2.20650 8.40173 -2.33598
C -4.17641 -9.02799 -1.68499
C -4.31299 -9.69581 -0.53022
C -5.61564 -9.72057 0.22729
O -5.65286 -10.36475 1.25736
C -6.74068 -8.97534 -0.30874
C -6.60212 -8.30683 -1.46129
C -5.30715 -8.30350 -2.22815
O -5.27593 -7.67926 -3.27605
O -7.58103 -7.60266 -2.01428
O -3.32968 -10.38028 0.03252
H -3.24697 -9.00510 -2.23655
H -7.66616 -8.98636 0.24916
H -7.21737 -7.22857 -2.83952
H -3.70085 -10.76661 0.85015
```

The value obtained for the lowest unoccupied orbital energy is -3.655 eV. As for the total charge: +1. The value obtained for the orbital gap is 7.425 eV.

Density functional theory data (ωB97M-V/def2-TZVPD) for a 2-piece molecular cluster, C7H12N4OS overall at a distorted geometry.

Geometry as XYZ:
```
25
Properties=species:S:1:pos:R:3
C -1.48187 1.19441 -2.08113
C -0.80744 1.19625 -0.69784
C 0.38974 0.28585 -0.59764
C 1.16000 0.19201 0.66941
S 2.09824 1.63447 1.32034
C 1.59687 -1.01702 1.10432
N 1.02870 -2.28540 0.89766
C 1.67357 -3.18429 1.70582
N 2.55326 -2.58720 2.38842
N 2.53429 -1.27007 2.09648
H -2.26768 0.30235 -2.02708
H -0.60861 1.11717 -2.73343
H -2.07689 2.04213 -2.16725
H -0.45559 2.19861 -0.29821
H -1.38180 0.71930 0.18195
H 1.08061 0.82438 -1.29912
H 0.26290 -0.74362 -0.81242
H 1.44664 1.70148 2.38693
H 0.15652 -2.46568 0.25283
H 1.36671 -4.13941 1.76568
H 3.39558 -0.82690 2.23609
N -1.38384 -0.90401 1.95682
C -0.50652 -0.39781 2.60396
O -0.00633 0.23656 3.45355
H -1.33119 -1.31221 1.04706
```

The SMILES is CCC/C(S)=C1\NC=NN1.N=C=O. The value obtained for the lowest unoccupied orbital energy is 0.313 eV. The value obtained for the orbital gap is 7.778 eV.

Density functional theory data (ωB97M-V/def2-TZVPD) for an isolated ion of composition C8H10NO3P and charge -2 at a distorted geometry.

Geometry as XYZ:
```
23
Properties=species:S:1:pos:R:3
C -0.11004 1.40702 -1.42711
C 1.27174 1.28285 -1.38775
C 1.97725 0.05166 -1.74325
N 1.62298 -1.21256 -0.84824
C 0.50644 -1.11637 -0.28302
C -0.64072 -0.84469 0.14348
C -0.99262 -0.23235 1.48069
C 0.07138 0.66540 1.81968
C 1.03267 0.50033 2.68147
P -2.23338 -1.52183 -0.75691
O -1.89194 -1.81294 -2.20779
O -2.47263 -2.73607 0.08152
O -3.21023 -0.37907 -0.43684
H -0.77454 0.67312 -1.96807
H -0.67870 1.98787 -0.80408
H 1.82573 1.97405 -0.67791
H 3.02752 0.13005 -1.78197
H 1.59608 -0.17174 -2.79060
H -2.08647 0.01215 1.38961
H -0.89278 -1.03251 2.16101
H 0.20016 1.69820 1.24748
H 1.70419 1.17538 2.99129
H 1.14791 -0.49795 3.11732
```

The SMILES is C=CCN=C=C(CC=C)P(=O)([O-])[O-]. The value obtained for the lowest unoccupied orbital energy is 5.862 eV. As for the total charge: -2. The value obtained for the orbital gap is 5.796 eV.

Density functional theory data (ωB97M-V/def2-TZVPD) for C8H12O4 in the gas phase at a distorted geometry.

Geometry as XYZ:
```
24
Properties=species:S:1:pos:R:3
O -3.21210 1.04800 0.30262
C -2.22305 0.38762 0.05477
C -1.87945 -0.67182 1.06056
O -0.51621 -1.19662 1.02572
C -0.11307 -1.71775 -0.18931
C 0.64562 -0.79067 -1.10188
O 1.98722 -0.46139 -0.67109
C 1.95501 -0.07836 0.68691
C 1.06785 1.15804 0.83217
C 0.68741 1.64984 -0.59303
C -0.11480 0.51573 -1.31382
O -1.54371 0.51824 -1.09993
H -2.08348 -0.13294 1.95310
H -2.62023 -1.49206 0.91581
H -1.01049 -2.07906 -0.74409
H 0.48831 -2.61432 0.01779
H 0.79103 -1.30331 -2.05289
H 1.62739 -0.93427 1.31782
H 2.99319 0.21248 0.88915
H 0.19204 0.82874 1.34961
H 1.47963 2.00693 1.40720
H -0.00008 2.49463 -0.45469
H 1.53041 1.98276 -1.15039
H -0.12845 0.66954 -2.44211
```

The SMILES is O=C1COC[C@@H]2OCCC[C@@H]2O1. The value obtained for the lowest unoccupied orbital energy is 0.705 eV. The value obtained for the orbital gap is 10.563 eV.